The following is a DFT calculation (ωB97M-V with the def2-TZVPD basis set) of a 2-piece molecular cluster, C4H10S overall.

Bonds (Å) are listed after each position.
Atoms and positions in Å:
1 C -1.30713 2.53736 1.11764  C2 1.336, H3 1.126, H4 1.088
2 C -2.32431 1.67076 1.11016  C1 1.336, H5 1.162, H6 1.024
3 H -0.30024 2.19555 1.48780  C1 1.126
4 H -1.45093 3.61475 1.07640  C1 1.088
5 H -2.22485 0.53958 1.35687  C2 1.162
6 H -3.31992 1.91072 1.09135  C2 1.024
7 C 2.07883 -1.69557 -0.85883  C8 1.551, H10 1.153, H11 1.130, H12 1.098
8 C 0.62808 -1.54129 -0.33267  C7 1.551, S9 1.791, H13 1.114, H14 1.070
9 S -0.46848 -0.72115 -1.48696  C8 1.791, H15 1.353
10 H 2.40532 -0.77069 -1.46521  C7 1.153
11 H 2.16618 -2.61325 -1.51206  C7 1.130
12 H 2.87175 -1.60856 -0.10487  C7 1.098
13 H 0.24208 -2.58578 -0.34603  C8 1.114
14 H 0.64783 -1.22986 0.69114  C8 1.070
15 H 0.35580 0.29743 -1.82475  S9 1.353

Output
Net charge ... +1
HOMO energy (alpha / beta) ... -13.91 / -13.57 eV
Frontier orbital gap (alpha / beta) ... 10.05 / 4.43 eV
Lowest unoccupied orbital energy (alpha / beta) ... -3.87 / -9.14 eV
Expectation value of S² ... 0.754
2S+1 ... 2